Density functional theory data (ωB97M-V/def2-TZVPD) for a 8-piece molecular cluster, C26H30F6O24 overall.

Geometry as XYZ:
```
86
Properties=species:S:1:pos:R:3:lowdin_charge:R:1
O -3.711 -0.366 -2.813 0.10
C -4.131 0.577 -2.100 -0.47
O -3.343 1.682 -1.832 0.02
C -4.088 2.573 -1.071 -0.09
C -5.086 1.570 -0.336 -0.28
F -6.248 2.119 -0.076 0.12
O -5.264 0.650 -1.408 0.15
H -3.378 3.110 -0.441 0.11
H -4.512 3.402 -1.638 0.14
H -4.662 1.127 0.564 0.17
O -2.307 -4.751 1.983 0.15
C -2.489 -4.546 0.800 -0.46
O -2.735 -3.274 0.278 0.04
C -2.928 -3.403 -1.114 -0.09
C -2.262 -4.674 -1.430 -0.36
F -0.948 -4.602 -1.601 0.11
O -2.464 -5.397 -0.267 0.14
H -3.996 -3.380 -1.331 0.15
H -2.465 -2.523 -1.562 0.12
H -2.691 -5.224 -2.268 0.18
O 1.467 6.606 -1.833 0.18
C 0.669 5.757 -1.575 -0.64
O 0.633 5.088 -0.495 0.13
C -0.621 4.461 -0.428 -0.05
C -0.870 4.180 -1.881 -0.37
F -2.139 4.278 -2.114 0.11
O -0.211 5.261 -2.435 0.18
H -0.630 3.611 0.254 0.11
H -1.419 5.136 -0.118 0.15
H -0.571 3.211 -2.279 0.17
O -1.645 1.582 0.503 0.10
C -1.093 0.477 0.386 -0.50
O -0.933 -0.398 1.308 0.13
C 0.139 -1.291 0.985 0.01
C 0.342 -1.096 -0.549 -0.31
F -0.325 -2.024 -1.275 0.07
O -0.352 0.091 -0.705 0.11
H 1.096 -1.047 1.446 0.12
H -0.160 -2.315 1.209 0.15
H 1.336 -0.904 -0.953 0.16
O 2.496 0.967 -6.231 0.14
C 1.544 0.689 -5.503 -0.50
O 0.732 1.590 -4.883 0.07
C -0.411 0.913 -4.389 -0.04
C 0.176 -0.492 -4.236 -0.34
F -0.647 -1.485 -4.549 0.09
O 1.086 -0.558 -5.278 0.16
H -0.898 1.267 -3.480 0.12
H -1.180 0.944 -5.160 0.15
H 0.470 -0.795 -3.231 0.15
O 2.717 -2.830 -0.247 0.14
C 3.585 -3.467 -0.780 -0.56
O 4.088 -4.604 -0.311 0.09
C 5.100 -5.111 -1.193 -0.03
C 4.813 -4.322 -2.460 -0.28
F 4.012 -5.129 -3.197 0.08
O 4.080 -3.214 -1.982 0.16
H 6.072 -4.886 -0.754 0.14
H 5.068 -6.183 -1.391 0.15
H 5.710 -4.002 -2.991 0.17
C -0.677 3.390 3.298 -0.01
C -1.909 2.660 3.892 -0.35
C -1.625 1.465 4.790 -0.10
O -2.542 1.611 5.835 0.06
C -3.268 2.785 5.679 -0.46
O -4.212 3.162 6.388 0.12
O -2.595 3.475 4.745 0.09
H -0.049 2.793 2.637 0.07
H 0.036 3.766 4.032 0.09
H -1.069 4.281 2.808 0.08
H -2.534 2.463 3.021 0.14
H -0.576 1.509 5.086 0.14
H -1.910 0.629 4.152 0.13
C 4.009 -2.309 2.846 0.00
C 4.197 -0.792 2.925 -0.32
C 4.005 -0.051 1.631 -0.14
O 3.249 1.085 1.949 0.05
C 2.844 1.026 3.310 -0.44
O 2.188 1.840 3.959 0.13
O 3.327 -0.125 3.816 0.09
H 4.610 -2.765 2.060 0.08
H 3.022 -2.481 2.416 0.07
H 4.149 -2.937 3.725 0.09
H 5.183 -0.539 3.314 0.15
H 3.522 -0.707 0.907 0.10
H 5.002 0.139 1.234 0.14
```

Computed properties:
SMILES = O=C1OC[C@@H](F)O1.O=C1OC[C@@H](F)O1.O=C1OC[C@@H](F)O1.O=C1OC[C@@H](F)O1.O=C1OC[C@@H](F)O1.O=C1OC[C@@H](F)O1.C[C@H]1COC(=O)O1.C[C@H]1COC(=O)O1
DFT total energy = -3413.72126 a.u.
E_HOMO = -10.77 eV